1.
65
Properties=species:S:1:pos:R:3:forces:R:3 method="wB97M-V/def2-TZVPD" s_squared=8.8165 lumo_ev="-7.2 / -10.8" orbital_gap_ha="0.2206 / 0.1467" spin_multiplicity=6 charge=+2 de_lowest_ev=1.011
Ir -0.28120 -1.29399 0.79965 -2.25 -0.54 -0.93
N 1.03672 -0.85768 2.31575 0.89 -0.93 2.74
C 1.53828 0.48438 2.37811 -0.40 0.95 -1.31
C 2.17917 1.05936 3.44457 0.57 0.34 -0.23
C 2.73801 2.33230 3.33814 -0.35 0.18 -0.38
C 2.62584 3.05151 2.12855 0.70 -0.78 0.90
C 1.90180 2.50760 1.07927 -0.02 -0.83 1.34
C 1.34949 1.22680 1.21350 -0.63 1.17 -0.71
P 0.33139 0.60422 -0.20196 1.88 0.71 0.01
C 1.56485 0.64670 -1.51683 -0.20 -0.52 -0.35
C 2.55099 -0.34599 -1.64179 0.81 0.62 -0.29
C 3.61027 -0.14564 -2.57489 -0.50 -0.30 0.75
C 3.67838 1.00719 -3.36453 -2.15 -0.26 0.97
C 2.61255 1.91182 -3.25222 0.10 1.51 -0.73
C 1.56764 1.75614 -2.36179 -0.74 -0.02 -0.21
C -1.00367 1.72211 -0.66779 0.69 0.37 0.41
C -1.76243 1.41404 -1.77443 -3.31 0.81 -0.39
C -3.00185 2.13721 -1.93906 1.99 0.55 0.38
C -3.24157 3.26433 -1.12858 -3.02 -0.16 -1.11
C -2.47269 3.58293 -0.04293 0.77 -0.44 -0.72
C -1.32325 2.81528 0.13055 -0.20 0.52 1.11
H 1.77317 -1.56126 2.25683 0.27 0.16 0.09
H 0.47582 -1.18320 3.12782 0.84 0.61 -0.20
H 2.36659 0.47808 4.30522 0.04 -0.47 1.03
H 3.24199 2.74818 4.21919 -0.06 -0.13 -0.60
H 3.24564 3.92856 2.02343 -0.45 0.43 -0.10
H 1.69862 3.05016 0.19658 0.17 0.59 -0.91
H 2.57305 -1.22579 -0.96354 -0.06 0.61 -0.58
H 4.37415 -0.91655 -2.62084 -0.02 0.17 -0.16
H 4.38069 1.18771 -4.13272 0.99 -0.08 -0.37
H 2.56176 2.85129 -3.85685 0.35 -1.10 0.29
H 0.67783 2.43817 -2.39886 1.23 -0.50 0.20
H -1.57419 0.62528 -2.48480 0.38 -0.28 0.11
H -3.70999 1.93687 -2.73159 0.25 -0.22 -0.13
H -4.20368 3.86911 -1.31809 1.64 -1.04 0.24
H -2.78382 4.41859 0.56220 0.45 0.07 0.31
H -0.68178 3.09841 0.94827 0.22 -0.22 0.26
O 3.30684 -5.22468 -1.08032 -0.99 -0.43 0.50
S 1.92219 -5.56488 -0.83979 1.85 -1.28 -1.72
O 1.40115 -6.89185 -1.07668 0.52 1.94 1.03
N 1.63457 -4.90080 0.70573 0.90 -2.03 -0.15
C 0.69239 -4.02001 0.55950 -3.46 3.92 3.16
O 0.17865 -3.23710 1.54996 2.30 -2.99 -2.30
C 0.20105 -3.75440 -0.74043 -0.98 0.56 -2.31
C -0.84453 -2.86429 -1.13931 1.28 -0.39 -0.44
C -0.87135 -2.54240 -2.47854 -0.39 0.08 -1.27
C 0.07749 -3.02815 -3.45314 -1.54 -0.33 1.13
C 0.95553 -4.04073 -3.08332 0.29 0.59 -0.43
C 0.97092 -4.36789 -1.74594 -0.23 -0.29 1.21
H -1.54295 -2.41473 -0.43862 -0.68 -0.68 -0.22
H -1.72310 -1.96786 -2.87136 0.59 0.01 0.28
H -0.08686 -2.71943 -4.48751 0.43 -0.08 0.30
H 1.62579 -4.46318 -3.82026 0.00 -0.28 0.18
N -4.80486 3.33183 3.88847 0.79 -1.98 -0.69
C -4.37466 2.32731 3.47016 -1.00 1.66 0.05
C -3.73428 1.19924 2.86208 0.55 -0.43 0.42
C -2.77463 0.52195 3.66423 -0.30 1.36 1.77
C -1.88733 -0.32768 3.13538 -0.93 0.07 -1.29
C -1.92196 -0.62968 1.75158 -0.53 -0.33 -0.16
C -3.07549 -0.22839 1.02045 -0.86 1.24 -0.01
C -3.94959 0.74264 1.54821 0.38 -0.93 0.16
H -2.70582 0.75695 4.75102 -0.18 -0.07 -0.99
H -1.20279 -0.76971 3.76821 1.36 -0.86 1.24
H -3.21806 -0.61695 0.00555 -0.17 0.28 0.43
H -4.86289 1.07067 1.08116 0.14 0.12 -0.62



2.
76
Properties=species:S:1:pos:R:3:forces:R:3 method="wB97M-V/def2-TZVPD" s_squared=12.0108 lumo_ev="1.9 / 1.9" orbital_gap_ha="0.2295 / 0.2298" spin_multiplicity=7 charge=-1 de_lowest_ev=1.256
Eu 0.08089 0.19099 0.65304 -2.71 -2.44 -0.73
O 1.09125 -3.05840 -2.24161 0.40 0.26 0.71
C 1.16760 -2.29776 -1.25869 -0.75 2.24 -1.79
N 1.03144 -0.91426 -1.26350 0.16 -2.90 1.78
C 0.90158 -0.26800 -2.45261 0.42 0.49 -3.02
C 1.66366 -0.61899 -3.60560 -1.36 2.10 -1.43
C 1.47661 0.12069 -4.86252 1.06 -2.19 2.49
C 0.58138 1.14661 -4.93603 -1.11 0.97 0.90
C -0.18967 1.52343 -3.81662 1.13 -1.93 1.67
C -0.03788 0.79102 -2.53811 0.30 0.90 -3.82
N -0.74875 1.12729 -1.42616 -1.16 0.47 0.88
C -2.04263 1.50969 -1.53327 0.83 -0.29 0.11
O -2.79578 1.39069 -2.49841 -0.22 0.23 -0.12
C -2.54929 2.18973 -0.28326 -0.05 -0.17 -0.13
C -3.03812 3.48273 -0.41344 -0.12 0.11 0.10
C -3.40807 4.16986 0.72525 0.00 -0.05 -0.02
C -3.31959 3.52022 1.94877 -0.01 0.01 0.02
C -2.85350 2.22033 1.97002 -0.12 -0.14 0.08
N -2.45946 1.55205 0.88539 0.13 0.22 -0.25
C 1.32707 -2.88660 0.07053 -0.21 -0.87 2.41
C 2.24444 -3.96460 0.22909 -1.07 1.25 -0.53
C 2.37311 -4.54350 1.45710 -0.80 0.38 1.61
C 1.56577 -4.05409 2.52451 0.32 0.13 -1.12
C 0.69201 -2.98914 2.27558 0.42 -0.83 0.67
N 0.54365 -2.39804 1.10210 1.70 -0.77 -2.04
H 2.36727 -1.43239 -3.54161 0.03 -0.04 -0.07
H 2.05510 -0.16149 -5.73297 0.06 -0.08 0.03
H 0.45551 1.68448 -5.86878 -0.04 0.04 -0.01
H -0.90466 2.32847 -3.87698 -0.07 0.00 0.04
H -3.09580 3.92906 -1.39677 0.02 -0.03 0.01
H -3.75446 5.19388 0.66567 0.00 0.00 0.00
H -3.58881 4.01334 2.87353 -0.01 -0.02 -0.02
H -2.79342 1.68505 2.91142 0.05 0.01 0.00
H 2.82808 -4.27733 -0.62601 -0.11 0.03 -0.02
H 3.08351 -5.34434 1.62415 -0.05 0.00 0.04
H 1.62927 -4.46832 3.52150 0.01 -0.03 -0.04
H 0.08007 -2.60369 3.08636 0.06 0.03 -0.05
O 3.30751 -1.21030 1.29325 0.01 0.16 0.05
As 2.92982 0.49481 1.81254 1.94 -1.34 0.98
O 4.15933 0.75195 2.85709 -0.26 0.44 -0.08
O 1.36837 0.23342 2.39969 0.69 0.22 -0.06
C 3.00237 1.09565 -0.02838 -0.69 1.13 -0.36
C 3.92046 0.51625 -0.90231 -0.21 0.05 0.18
C 4.04314 1.01910 -2.18055 -0.47 0.72 -0.38
C 3.23799 2.09458 -2.61629 0.58 -0.58 0.19
C 2.32150 2.67050 -1.76244 -0.10 0.04 0.08
C 2.20314 2.17617 -0.46972 0.99 -0.61 0.51
S 1.35151 3.06119 0.81193 -0.26 1.02 0.44
O 2.25990 2.91778 1.94105 -0.01 0.01 -0.03
O 1.09815 4.40159 0.35595 0.04 -0.18 -0.12
O 0.08423 2.31754 1.09148 0.59 1.74 0.08
H 3.83594 -1.56287 2.01965 0.02 0.04 -0.02
H 4.52535 -0.30997 -0.55975 -0.02 -0.03 -0.01
H 4.76054 0.57921 -2.86178 -0.01 0.02 -0.02
H 3.34145 2.47304 -3.62428 -0.01 -0.05 -0.01
H 1.71792 3.51583 -2.06661 0.00 -0.03 0.02
C -0.42300 0.51049 4.59202 0.00 -0.07 -0.04
C -1.48684 -0.27042 3.89186 -0.09 -0.11 0.12
N -1.51644 -0.61972 2.63703 0.06 0.11 -0.12
C -2.66412 -1.31715 2.31318 0.09 0.01 -0.06
C -3.51281 -1.50844 3.35492 -0.10 -0.07 0.15
S -2.87146 -0.80997 4.77411 0.07 0.08 -0.05
C -2.92308 -1.78654 0.94325 0.13 0.08 -0.05
C -3.98134 -2.57109 0.62104 -0.17 -0.14 0.00
S -3.98071 -2.88575 -1.04999 0.07 0.04 -0.04
C -2.54137 -1.94542 -1.23785 -0.08 -0.14 -0.06
N -2.10384 -1.44048 -0.11832 -0.05 0.08 0.28
C -1.97329 -1.81785 -2.61157 0.04 0.08 0.10
H 0.02715 1.23592 3.92017 -0.03 0.06 -0.02
H 0.38521 -0.15284 4.90353 0.01 0.01 -0.02
H -0.83498 1.00489 5.47186 -0.01 -0.02 -0.01
H -4.46992 -2.00431 3.35786 0.06 0.03 -0.03
H -4.73864 -2.98147 1.26984 0.06 0.06 0.00
H -2.53609 -2.44835 -3.30001 -0.02 -0.01 0.01
H -0.92956 -2.13097 -2.64179 -0.03 0.03 0.02
H -2.05284 -0.78469 -2.95272 0.03 0.03 0.02



The following energy values (in Ha) correspond, in order, to the records above: -2466.796098, -6305.831263.
The following molar mass values (in g/mol) correspond, in order, to the records above: 753.82, 944.67.